*1*
19
Properties=species:S:1:pos:R:3:nbo_charge:R:1 method="wB97M-V/def2-TZVPD" homo_energy_ev=-11.19 homo_lumo_gap_ev=12.34
C -1.53 -0.36 -0.21 -0.614
C -1.52 0.92 -1.01 -0.404
C -1.73 2.19 -0.15 -0.609
H -0.58 -0.48 0.32 0.200
H -2.25 -0.45 0.60 0.203
H -1.54 -1.29 -0.78 0.211
H -2.21 0.91 -1.84 0.197
H -0.56 0.99 -1.53 0.197
H -0.77 2.63 0.11 0.208
H -2.34 1.90 0.71 0.203
H -2.34 2.91 -0.69 0.208
C 2.25 -0.70 0.05 -0.607
C 2.12 -1.75 1.14 -0.611
H 3.25 -0.24 0.00 0.202
H 2.12 -1.12 -0.94 0.203
H 1.50 0.09 0.16 0.199
H 2.44 -1.41 2.12 0.208
H 2.62 -2.66 0.82 0.204
H 1.08 -2.09 1.13 0.202

***

*2*
19
Properties=species:S:1:pos:R:3:nbo_charge:R:1 method="wB97M-V/def2-TZVPD" homo_energy_ev=-10.39 homo_lumo_gap_ev=11.48
C 0.99 0.62 -1.59 -0.625
C -0.52 0.41 -1.32 -0.386
C -1.47 0.42 -2.48 -0.634
H 1.09 1.05 -2.58 0.208
H 1.42 1.18 -0.70 0.217
H 1.57 -0.31 -1.72 0.205
H -0.80 -0.41 -0.60 0.203
H -0.79 1.40 -0.58 0.173
H -1.63 1.47 -2.73 0.205
H -0.99 0.11 -3.48 0.210
H -2.44 0.06 -2.13 0.222
C 0.95 -0.21 2.46 -0.602
C 0.00 -1.32 2.46 -0.575
H 1.01 0.15 1.60 0.192
H 0.76 0.54 3.12 0.206
H 1.95 -0.38 2.81 0.198
H -1.17 -0.92 2.47 0.180
H -0.03 -2.08 1.67 0.208
H 0.12 -1.79 3.32 0.195

***

*3*
19
Properties=species:S:1:pos:R:3:nbo_charge:R:1 method="wB97M-V/def2-TZVPD" homo_energy_ev=-10.56 homo_lumo_gap_ev=11.72
C 0.77 1.19 0.26 -0.612
C -0.65 1.99 -0.03 -0.386
C -1.90 1.13 0.22 -0.631
H 1.65 1.84 0.46 0.217
H 0.91 0.63 -0.65 0.205
H 0.59 0.48 1.17 0.204
H -0.68 2.92 0.54 0.197
H -0.74 2.51 -1.20 0.182
H -2.70 1.25 -0.58 0.225
H -1.46 0.05 0.55 0.203
H -2.29 1.35 1.15 0.205
C 0.91 -1.99 0.57 -0.646
C 0.71 -1.94 -0.97 -0.602
H 1.06 -0.86 0.76 0.226
H 0.02 -2.57 0.97 0.212
H 1.84 -2.30 0.88 0.203
H 1.20 -0.89 -1.38 0.186
H 1.14 -2.83 -1.59 0.206
H -0.36 -1.97 -1.12 0.205

***

Energies in eV, measured from the most stable structure: *1* 0.000; *2* 2.136; *3* 2.546.

***

*1*
19
Properties=species:S:1:pos:R:3:nbo_charge:R:1 method="wB97M-V/def2-TZVPD" homo_energy_ev=-11.43 homo_lumo_gap_ev=12.56
C -1.07 0.72 -1.67 -0.610
C -1.68 1.54 -0.50 -0.391
C -1.34 1.04 0.89 -0.604
H -0.10 1.16 -1.88 0.205
H -1.75 0.65 -2.50 0.211
H -0.87 -0.30 -1.33 0.197
H -1.33 2.57 -0.58 0.194
H -2.77 1.49 -0.59 0.193
H -0.27 0.97 1.09 0.198
H -1.73 1.75 1.62 0.207
H -1.76 0.05 1.06 0.200
C 1.51 -2.02 0.17 -0.605
C 2.41 -1.14 1.04 -0.604
H 0.69 -1.40 -0.21 0.199
H 2.03 -2.45 -0.68 0.204
H 0.99 -2.76 0.79 0.202
H 2.60 -0.18 0.58 0.200
H 1.88 -0.93 1.97 0.201
H 3.35 -1.63 1.25 0.203

***

*2*
19
Properties=species:S:1:pos:R:3:nbo_charge:R:1 method="wB97M-V/def2-TZVPD" homo_energy_ev=-11.06 homo_lumo_gap_ev=12.24
C -0.81 0.46 -0.63 -0.615
C -0.27 -0.68 -1.47 -0.413
C -0.97 -0.77 -2.85 -0.615
H -1.83 0.71 -0.91 0.203
H -0.32 1.43 -0.65 0.209
H -0.89 0.34 0.44 0.202
H 0.81 -0.71 -1.58 0.208
H -0.38 -1.63 -0.91 0.197
H -0.45 -0.23 -3.64 0.213
H -1.20 -1.84 -2.90 0.217
H -1.95 -0.31 -2.83 0.200
C 0.86 -0.37 2.13 -0.612
C 1.20 1.16 2.33 -0.612
H 0.10 -0.38 1.30 0.204
H 1.80 -0.86 1.84 0.199
H 0.56 -0.90 3.02 0.207
H 0.26 1.66 2.45 0.197
H 1.80 1.62 1.55 0.208
H 1.67 1.30 3.31 0.203

***

*3*
19
Properties=species:S:1:pos:R:3:nbo_charge:R:1 method="wB97M-V/def2-TZVPD" homo_energy_ev=-11.05 homo_lumo_gap_ev=12.25
C 0.46 -1.31 -0.77 -0.618
C -1.01 -1.07 -1.02 -0.401
C -1.99 -0.88 0.18 -0.596
H 0.80 -1.47 0.25 0.207
H 1.03 -0.47 -1.11 0.204
H 0.77 -2.20 -1.34 0.211
H -1.12 -0.20 -1.67 0.194
H -1.44 -1.91 -1.50 0.197
H -2.24 -1.84 0.68 0.200
H -1.51 -0.17 0.80 0.195
H -2.97 -0.59 -0.19 0.208
C 1.71 1.52 0.20 -0.618
C 0.61 1.53 1.17 -0.627
H 1.43 1.10 -0.77 0.203
H 2.12 2.53 0.07 0.209
H 2.64 1.01 0.53 0.212
H 0.02 2.43 1.34 0.211
H 0.82 1.24 2.21 0.210
H -0.12 0.75 0.95 0.200

***

*4*
19
Properties=species:S:1:pos:R:3:nbo_charge:R:1 method="wB97M-V/def2-TZVPD" homo_energy_ev=-10.90 homo_lumo_gap_ev=12.06
C -0.46 -1.44 -1.94 -0.618
C 0.50 -2.25 -1.08 -0.422
C 0.96 -1.35 0.03 -0.618
H -0.13 -0.38 -1.98 0.202
H -1.49 -1.51 -1.58 0.211
H -0.31 -1.60 -3.02 0.215
H -0.01 -3.20 -0.88 0.206
H 1.37 -2.69 -1.58 0.201
H 1.59 -0.50 -0.28 0.209
H 0.12 -0.96 0.65 0.205
H 1.77 -1.74 0.67 0.210
C 0.18 2.55 1.23 -0.608
C -1.17 1.82 1.54 -0.609
H -0.02 3.23 0.42 0.203
H 0.56 3.01 2.12 0.203
H 1.01 1.91 0.89 0.200
H -1.94 2.57 1.37 0.202
H -1.25 1.01 0.85 0.204
H -1.29 1.50 2.58 0.204

***

Energies in eV, measured from the most stable structure: *1* 0.000; *2* 0.850; *3* 0.750; *4* 0.615.

***

*1*
19
Properties=species:S:1:pos:R:3:nbo_charge:R:1 method="wB97M-V/def2-TZVPD" homo_energy_ev=-11.45 homo_lumo_gap_ev=12.57
C -1.49 -0.53 2.21 -0.605
C -0.90 -0.78 0.83 -0.390
C -1.78 -1.68 -0.08 -0.605
H -2.46 -0.03 2.12 0.200
H -0.86 0.12 2.80 0.208
H -1.59 -1.48 2.75 0.200
H -0.77 0.18 0.33 0.191
H 0.06 -1.29 0.91 0.192
H -1.65 -2.71 0.25 0.198
H -2.82 -1.43 0.10 0.200
H -1.45 -1.62 -1.11 0.210
C 2.63 1.06 -1.42 -0.607
C 1.28 1.79 -1.34 -0.607
H 3.51 1.58 -1.03 0.201
H 2.56 0.17 -0.79 0.203
H 2.85 0.82 -2.45 0.201
H 0.82 1.63 -0.37 0.203
H 1.36 2.85 -1.56 0.203
H 0.70 1.35 -2.14 0.203

***

*2*
19
Properties=species:S:1:pos:R:3:nbo_charge:R:1 method="wB97M-V/def2-TZVPD" homo_energy_ev=-11.08 homo_lumo_gap_ev=12.24
C 1.87 0.57 -0.77 -0.608
C 1.31 -0.31 -1.87 -0.402
C -0.19 -0.61 -1.73 -0.608
H 1.42 1.56 -0.78 0.198
H 2.92 0.81 -0.95 0.211
H 1.68 0.16 0.22 0.204
H 1.38 0.23 -2.82 0.190
H 1.99 -1.13 -2.11 0.200
H -0.63 0.31 -1.35 0.200
H -0.70 -0.77 -2.68 0.212
H -0.37 -1.37 -0.97 0.203
C -1.58 -0.64 1.80 -0.610
C -1.00 0.71 2.09 -0.628
H -0.87 -1.41 1.47 0.198
H -1.98 -1.07 2.71 0.209
H -2.32 -0.59 1.00 0.207
H -0.57 1.36 1.32 0.213
H -0.50 0.81 3.05 0.210
H -1.86 1.36 2.37 0.202

***

*3*
19
Properties=species:S:1:pos:R:3:nbo_charge:R:1 method="wB97M-V/def2-TZVPD" homo_energy_ev=-11.16 homo_lumo_gap_ev=12.26
C 2.62 -1.21 0.17 -0.619
C 1.44 -0.23 0.16 -0.392
C 1.43 0.99 1.13 -0.615
H 3.63 -0.83 0.34 0.205
H 2.53 -1.94 0.94 0.206
H 2.65 -1.57 -0.86 0.212
H 0.52 -0.75 0.41 0.193
H 1.33 0.18 -0.85 0.194
H 1.89 0.77 2.09 0.207
H 0.38 1.13 1.40 0.200
H 1.68 1.90 0.59 0.210
C -2.31 -0.47 -0.89 -0.614
C -3.01 0.85 -0.55 -0.614
H -1.48 -0.64 -0.22 0.206
H -3.04 -1.24 -0.65 0.205
H -2.07 -0.49 -1.95 0.209
H -4.10 0.80 -0.54 0.204
H -2.71 1.28 0.41 0.202
H -2.75 1.68 -1.20 0.202

***

Energies in eV, measured from the most stable structure: *1* 0.000; *2* 0.334; *3* 0.488.

***

*1*
69
Properties=species:S:1:pos:R:3:nbo_charge:R:1 method="wB97M-V/def2-TZVPD" multiplicity=2 homo_energy_ev="-7.91 / -7.82" homo_lumo_gap_ev="7.29 / 6.51"
Ru -0.36 1.28 -1.36 0.600
C 3.28 3.12 -0.20 -0.671
C 2.15 2.48 -0.94 0.263
N 1.04 2.18 -0.34 -0.109
N 0.90 2.47 0.98 -0.424
C -0.27 2.15 1.46 0.310
N -0.51 2.41 2.76 -0.774
S -1.59 1.44 0.54 0.002
C 2.25 2.02 -2.33 0.191
C 3.37 2.20 -3.13 -0.217
C 3.37 1.69 -4.42 -0.140
C 2.26 1.00 -4.88 -0.244
C 1.18 0.86 -4.04 0.086
N 1.17 1.37 -2.81 -0.410
H 2.90 3.85 0.51 0.257
H 3.98 3.60 -0.88 0.215
H 3.80 2.34 0.36 0.259
H 0.28 2.64 3.33 0.405
H -1.30 1.96 3.20 0.406
H 4.24 2.71 -2.74 0.230
H 4.24 1.83 -5.05 0.227
H 2.24 0.58 -5.88 0.234
H 0.30 0.29 -4.33 0.231
F -4.25 1.18 -6.75 -0.283
C -3.54 1.66 -5.73 0.254
C -3.18 0.84 -4.68 0.322
F -3.55 -0.43 -4.66 -0.282
C -2.43 1.38 -3.65 0.272
F -2.10 0.53 -2.62 -0.288
C -2.01 2.70 -3.59 -0.275
S -1.07 3.35 -2.26 -0.025
C -2.39 3.49 -4.67 0.326
F -2.04 4.77 -4.71 -0.290
C -3.14 2.99 -5.72 0.278
F -3.48 3.78 -6.74 -0.284
O 2.52 -0.29 -0.12 -0.609
C 1.62 -1.02 -0.46 0.685
N 0.42 -0.62 -1.01 -0.903
S -0.47 -1.88 -1.57 2.309
O -0.50 -1.86 -3.00 -0.945
O -1.75 -1.93 -0.90 -0.961
C 0.60 -3.13 -0.96 -0.245
C 0.45 -4.50 -0.99 -0.205
C 1.45 -5.26 -0.41 -0.193
C 2.56 -4.65 0.17 -0.193
C 2.70 -3.27 0.19 -0.155
C 1.69 -2.52 -0.39 -0.133
H -0.42 -4.96 -1.45 0.234
H 1.37 -6.34 -0.41 0.220
H 3.33 -5.27 0.62 0.219
H 3.55 -2.78 0.64 0.238
N -2.21 -1.81 1.95 -0.791
C -1.40 -1.54 2.98 0.302
S 0.24 -1.32 2.76 -0.293
N -2.05 -1.44 4.18 -0.605
C -1.53 -1.23 5.47 0.145
C -0.48 -0.35 5.73 -0.187
C -0.06 -0.16 7.04 -0.212
C -0.67 -0.81 8.09 -0.229
C -1.73 -1.68 7.83 -0.197
C -2.15 -1.89 6.53 -0.245
H -1.83 -1.82 1.00 0.451
H -3.21 -1.86 2.05 0.380
H -3.01 -1.75 4.18 0.386
H 0.01 0.15 4.91 0.232
H 0.76 0.52 7.23 0.213
H -0.34 -0.65 9.11 0.214
H -2.22 -2.20 8.64 0.215
H -2.96 -2.58 6.33 0.208

***

*2*
69
Properties=species:S:1:pos:R:3:nbo_charge:R:1 method="wB97M-V/def2-TZVPD" multiplicity=2 homo_energy_ev="-7.81 / -7.70" homo_lumo_gap_ev="7.20 / 6.43"
Ru -0.60 -0.18 -0.94 0.611
C 3.17 1.48 0.04 -0.670
C 1.99 0.89 -0.64 0.258
N 0.88 0.70 -0.01 -0.104
N 0.78 1.11 1.28 -0.421
C -0.40 0.89 1.80 0.311
N -0.58 1.24 3.09 -0.773
S -1.78 0.24 0.95 0.010
C 2.01 0.41 -2.02 0.183
C 3.12 0.50 -2.85 -0.218
C 3.03 0.03 -4.15 -0.144
C 1.85 -0.54 -4.59 -0.234
C 0.79 -0.62 -3.71 0.085
N 0.86 -0.15 -2.47 -0.412
H 2.85 2.27 0.72 0.257
H 3.89 1.89 -0.67 0.214
H 3.66 0.71 0.64 0.260
H 0.23 1.47 3.63 0.406
H -1.40 0.89 3.56 0.407
H 4.03 0.93 -2.48 0.230
H 3.89 0.09 -4.80 0.226
H 1.74 -0.93 -5.59 0.233
H -0.15 -1.08 -3.99 0.228
F -4.71 -0.70 -6.12 -0.284
C -3.96 -0.13 -5.18 0.250
C -3.57 -0.85 -4.06 0.289
F -3.95 -2.12 -3.91 -0.276
C -2.78 -0.23 -3.12 0.283
F -2.42 -0.98 -2.03 -0.288
C -2.34 1.08 -3.20 -0.271
S -1.35 1.84 -1.97 -0.044
C -2.75 1.77 -4.34 0.305
F -2.38 3.04 -4.51 -0.291
C -3.54 1.18 -5.31 0.315
F -3.91 1.88 -6.39 -0.292
O 2.15 -1.70 0.60 -0.608
C 1.30 -2.45 0.17 0.688
N 0.14 -2.07 -0.48 -0.899
S -0.70 -3.35 -1.07 2.310
O -0.71 -3.31 -2.51 -0.946
O -1.99 -3.46 -0.42 -0.963
C 0.39 -4.58 -0.46 -0.238
C 0.30 -5.95 -0.55 -0.205
C 1.30 -6.69 0.05 -0.193
C 2.35 -6.07 0.72 -0.194
C 2.43 -4.68 0.81 -0.156
C 1.42 -3.94 0.20 -0.137
H -0.53 -6.43 -1.07 0.234
H 1.27 -7.77 0.01 0.220
H 3.12 -6.67 1.19 0.219
H 3.23 -4.18 1.33 0.237
N -2.88 -2.97 2.30 -0.791
C -2.00 -2.87 3.31 0.302
S -0.37 -2.67 3.03 -0.291
N -2.59 -2.93 4.54 -0.602
C -2.00 -2.91 5.83 0.146
C -0.93 -2.08 6.15 -0.182
C -0.44 -2.07 7.45 -0.213
C -1.01 -2.87 8.43 -0.229
C -2.09 -3.68 8.11 -0.198
C -2.57 -3.70 6.81 -0.245
H -2.54 -2.94 1.35 0.453
H -3.86 -3.09 2.45 0.378
H -3.56 -3.22 4.55 0.385
H -0.48 -1.47 5.39 0.232
H 0.40 -1.43 7.69 0.213
H -0.62 -2.85 9.44 0.214
H -2.55 -4.31 8.86 0.214
H -3.40 -4.35 6.56 0.207

***

Energies in eV, measured from the most stable structure: *1* 0.000; *2* 0.099.